No. 1
The following is a DFT calculation (wB97M-V/def2-TZVPD) of a molecular structure, C9H2Br4O4 in a non-equilibrium geometry.

Properties
**Charge**: 0
**HOMO-LUMO gap**: 0.313 hartree
**Molecular weight**: 493.73 g mol⁻¹
**E_LUMO**: -1.24 eV
**Calculated total energy**: -10941.148838 hartree

Last column: Löwdin charge in e.
Element x y z (Å)
O -2.317 0.949 1.730  0.089
O 0.382 -0.356 -1.940  0.097
Br 1.970 -1.710 4.786  0.714
Br 3.816 -2.487 2.219  0.714
Br -0.929 -0.053 4.353  0.805
Br 2.719 -2.084 -0.798  0.846
O -2.713 -0.382 -0.949  0.067
O -1.797 1.617 -1.190  0.041
C -1.446 0.442 1.016  -0.213
C -0.164 -0.238 -0.846  -0.212
C 1.340 -1.274 3.014  -0.688
C 2.091 -1.688 1.923  -0.688
C 0.135 -0.592 2.856  -0.587
C 1.699 -1.398 0.599  -0.630
C -0.245 -0.243 1.537  -0.110
C 0.502 -0.671 0.427  -0.101
C -1.563 0.363 -0.558  -0.401
H -3.492 0.123 -0.737  0.106
H -1.688 1.464 -2.182  0.152

Cartesian forces (eV/Å) of the 3 atoms listed first:
O 1.7 -1.0 -1.8
O -1.5 0.6 1.8
Br -0.5 0.3 -0.8


No. 2
The following is a DFT calculation (wB97M-V/def2-TZVPD) of 6 unconnected molecules or ions with the total composition C20H45BN3O7S in a non-equilibrium geometry.

Properties
**Charge**: +1
**HOMO-LUMO gap**: 0.305 hartree
**Molecular weight**: 482.47 g mol⁻¹
**E_LUMO**: -3.06 eV
**Calculated total energy**: -1902.678171 hartree

Last column: Löwdin charge in e.
Element x y z (Å)
C 6.270 -8.812 0.111  0.126
C 5.387 -8.073 -0.219  -0.145
C 4.305 -7.174 -0.608  -0.218
C 2.921 -7.822 -0.426  -0.161
C 1.763 -6.857 -0.234  -0.129
N 1.325 -6.147 -1.487  0.028
C 2.210 -5.119 -2.080  -0.058
C 1.798 -3.804 -1.404  -0.278
C 2.443 -3.679 -0.087  -0.062
C 2.932 -3.566 1.001  0.183
B 2.266 -2.516 -2.273  -0.571
O 2.230 -2.597 -3.649  0.184
O 2.626 -1.374 -1.611  0.185
N 0.334 -4.072 -1.278  0.188
C 0.177 -5.422 -1.247  -0.393
N -0.983 -5.988 -1.000  -0.261
S -2.403 -5.095 -0.610  0.885
H 7.151 -9.407 0.159  0.034
H 4.465 -6.958 -1.667  0.106
H 4.380 -6.219 -0.087  0.111
H 2.954 -8.428 0.480  0.123
H 2.728 -8.509 -1.250  0.127
H 1.968 -6.158 0.576  0.117
H 0.910 -7.457 0.085  0.118
H 3.259 -5.354 -2.190  0.130
H 1.865 -5.010 -3.114  0.136
H 3.438 -3.348 1.911  0.055
H 3.097 -2.528 -4.065  0.129
H 3.545 -1.113 -1.739  0.138
H -0.193 -3.583 -1.995  0.161
H -1.015 -6.998 -1.021  0.125
H -2.592 -4.556 -1.830  -0.112
C -0.290 1.599 -0.232  -0.087
C 0.334 0.484 0.586  -0.300
O 0.101 -0.798 0.000  -0.095
H -1.364 1.442 -0.336  0.076
H -0.127 2.570 0.231  0.071
H 0.135 1.621 -1.239  0.074
H -0.102 0.452 1.584  0.098
H 1.413 0.643 0.692  0.113
H 0.496 -0.788 -0.875  0.044
C -0.934 4.912 -3.123  -0.084
C -1.981 4.716 -2.045  -0.310
O -1.380 4.649 -0.755  -0.095
H -0.204 4.100 -3.100  0.073
H -1.383 4.950 -4.118  0.077
H -0.398 5.841 -2.940  0.039
H -2.522 3.780 -2.185  0.107
H -2.708 5.534 -2.070  0.110
H -0.901 5.475 -0.616  0.076
C -3.014 2.282 3.054  -0.085
C -2.389 1.167 3.869  -0.316
O -2.620 -0.106 3.266  -0.086
H -4.088 2.122 2.950  0.069
H -2.848 3.254 3.523  0.082
H -2.591 2.306 2.046  0.063
H -2.821 1.131 4.868  0.109
H -1.310 1.328 3.975  0.105
H -2.232 -0.077 2.386  0.058
C 2.768 8.801 -2.118  -0.090
C 2.268 7.372 -2.034  -0.314
O 0.858 7.312 -1.820  -0.106
H 2.522 9.343 -1.205  0.078
H 3.849 8.829 -2.261  0.076
H 2.299 9.327 -2.952  0.074
H 2.725 6.854 -1.192  0.112
H 2.522 6.825 -2.949  0.110
H 0.432 7.762 -2.557  0.080
C -6.612 3.858 3.967  -0.097
C -5.830 3.803 5.267  -0.325
O -5.231 5.058 5.572  -0.082
H -5.960 4.163 3.147  0.071
H -7.047 2.886 3.727  0.074
H -7.421 4.588 4.034  0.072
H -5.016 3.083 5.189  0.092
H -6.477 3.491 6.094  0.110
H -5.934 5.709 5.658  0.080

Cartesian forces (eV/Å) of the 3 atoms listed first:
C 0.2 0.2 -0.6
C 0.0 0.1 0.3
C 0.0 -0.2 -0.4


No. 3
The following is a DFT calculation (wB97M-V/def2-TZVPD) of 6 unconnected molecules or ions with the total composition C26H55N2O16P.

Properties
**Charge**: 0
**HOMO-LUMO gap**: 0.318 hartree
**Molecular weight**: 682.70 g mol⁻¹
**SMILES**: [H]/N=C/CP(CNC)OC[C@H](C)CC(C)C.COC(=O)OC.COC(=O)OC.COC(=O)OC.COC(=O)OC.COC(=O)OC
**E_LUMO**: 0.44 eV
**Calculated total energy**: -2678.380517 hartree

Last column: Löwdin charge in e.
Element x y z (Å)
C -0.045 -0.775 2.307  -0.123
N 1.156 -1.502 2.712  -0.154
C 0.952 -2.954 2.756  -0.381
P 1.525 -3.903 1.251  0.954
C -0.103 -4.037 0.363  -0.340
C -0.929 -5.134 0.994  -0.333
N -2.043 -5.479 0.507  0.081
O 2.278 -2.683 0.459  -0.409
C 2.628 -2.922 -0.902  -0.251
C 3.728 -1.948 -1.318  -0.349
C 4.920 -2.067 -0.365  -0.063
C 3.237 -0.498 -1.388  -0.151
C 2.315 -0.073 -2.545  -0.397
C 0.870 -0.592 -2.426  -0.077
C 2.907 -0.358 -3.941  -0.060
H -0.327 -1.085 1.302  0.060
H 0.161 0.295 2.279  0.075
H -0.895 -0.947 2.985  0.077
H 1.378 -1.226 3.660  0.090
H 1.460 -3.357 3.634  0.071
H -0.120 -3.180 2.880  0.064
H -0.675 -3.110 0.398  0.076
H 0.054 -4.293 -0.688  0.080
H -0.514 -5.618 1.889  0.093
H -2.462 -6.229 1.056  0.043
H 1.737 -2.784 -1.516  0.089
H 2.972 -3.956 -1.047  0.117
H 4.076 -2.293 -2.298  0.127
H 5.636 -1.266 -0.559  0.076
H 5.445 -3.014 -0.507  0.080
H 4.597 -1.985 0.673  0.078
H 2.720 -0.282 -0.446  0.122
H 4.118 0.150 -1.418  0.115
H 2.241 1.015 -2.458  0.122
H 0.755 -1.559 -2.921  0.071
H 0.196 0.123 -2.903  0.069
H 0.577 -0.703 -1.380  0.069
H 3.278 0.561 -4.400  0.074
H 2.157 -0.761 -4.623  0.067
H 3.750 -1.049 -3.916  0.063
C -1.615 -3.624 6.098  -0.022
O -2.099 -2.292 5.885  0.000
C -2.980 -1.875 6.789  -0.635
O -3.402 -2.516 7.716  0.123
O -3.308 -0.614 6.504  -0.016
C -4.264 -0.032 7.397  -0.032
H -0.900 -3.801 5.300  0.081
H -1.108 -3.694 7.059  0.083
H -2.424 -4.350 6.048  0.100
H -3.879 -0.021 8.415  0.097
H -5.199 -0.587 7.370  0.099
H -4.416 0.981 7.040  0.093
C -1.899 5.404 2.362  -0.037
O -1.985 4.949 3.717  0.004
C -1.582 3.693 3.900  -0.625
O -1.167 2.956 3.043  0.118
O -1.710 3.395 5.190  0.006
C -1.295 2.069 5.539  -0.034
H -2.257 6.428 2.376  0.093
H -0.869 5.368 2.013  0.097
H -2.523 4.792 1.713  0.097
H -0.244 1.924 5.297  0.098
H -1.897 1.321 5.027  0.090
H -1.443 1.993 6.612  0.093
C -0.363 1.789 -5.916  -0.034
O -0.374 2.298 -7.254  -0.007
C 0.841 2.502 -7.766  -0.619
O 1.884 2.296 -7.205  0.127
O 0.699 2.972 -9.005  -0.015
C 1.933 3.238 -9.683  -0.026
H -1.404 1.675 -5.630  0.095
H 0.140 0.824 -5.874  0.091
H 0.131 2.488 -5.244  0.099
H 2.519 2.326 -9.778  0.098
H 2.509 3.988 -9.145  0.098
H 1.649 3.610 -10.663  0.096
C -0.280 -2.012 9.766  -0.026
O 1.111 -1.671 9.822  0.010
C 1.853 -2.239 8.875  -0.624
O 1.448 -2.989 8.023  0.114
O 3.112 -1.838 9.025  0.008
C 4.025 -2.379 8.063  -0.033
H -0.744 -1.480 10.590  0.097
H -0.715 -1.694 8.820  0.085
H -0.418 -3.085 9.884  0.102
H 3.739 -2.082 7.056  0.095
H 4.048 -3.465 8.128  0.098
H 4.995 -1.964 8.317  0.094
C -4.797 6.495 -11.733  -0.041
O -4.638 5.577 -10.648  0.001
C -3.637 4.709 -10.807  -0.627
O -2.901 4.658 -11.759  0.120
O -3.594 3.918 -9.740  0.011
C -2.555 2.929 -9.779  -0.026
H -5.638 7.125 -11.460  0.092
H -3.899 7.096 -11.861  0.096
H -5.009 5.962 -12.658  0.096
H -1.579 3.398 -9.837  0.081
H -2.701 2.264 -10.629  0.101
H -2.637 2.374 -8.851  0.088

Cartesian forces (eV/Å) of the 3 atoms listed first:
C 0.2 0.0 -0.1
N -0.2 -0.2 0.4
C -0.2 0.3 0.0


No. 4
The following is a DFT calculation (wB97M-V/def2-TZVPD) of 8 unconnected molecules or ions with the total composition C41H95Cl4N7 in a non-equilibrium geometry.

Properties
**Charge**: 0
**HOMO-LUMO gap**: 0.303 hartree
**Molecular weight**: 828.07 g mol⁻¹
**SMILES**: ClC(Cl)(Cl)Cl.c1cc[nH]c1.CCN(CC)CC.CCN(CC)CC.CCN(CC)CC.CCN(CC)CC.CCN(CC)CC.CCN(CC)CC
**E_LUMO**: 0.17 eV
**Calculated total energy**: -3843.045148 hartree
**Energy above the lowest of the compared OMol25 structures with the same formula, charge and spin**: 0.0 kcal per mole

Last column: Löwdin charge in e.
Element x y z (Å)
C 2.843 -0.355 -3.028  -0.078
C 4.169 -0.345 -2.288  -0.264
N 4.942 -1.557 -2.485  -0.187
C 6.389 -1.318 -2.414  -0.242
C 6.957 -1.279 -1.005  -0.094
C 4.492 -2.715 -1.751  -0.284
C 4.884 -4.085 -2.268  -0.082
H 3.047 -0.419 -4.097  0.078
H 2.387 0.628 -2.857  0.067
H 2.156 -1.118 -2.673  0.044
H 4.849 0.460 -2.564  0.113
H 3.964 -0.118 -1.223  0.105
H 6.846 -2.134 -2.981  0.109
H 6.685 -0.404 -2.929  0.107
H 6.440 -0.691 -0.236  0.074
H 6.769 -2.245 -0.504  0.059
H 8.037 -1.154 -0.947  0.071
H 3.394 -2.651 -1.775  0.079
H 4.620 -2.656 -0.654  0.116
H 5.931 -4.248 -1.977  0.067
H 4.931 -4.158 -3.356  0.080
H 4.289 -4.892 -1.852  0.063
C 0.487 -3.673 1.976  -0.060
C -0.292 -3.376 0.680  -0.239
N -0.632 -4.483 -0.201  -0.195
C 0.467 -5.095 -0.919  -0.245
C 0.981 -4.215 -2.054  -0.061
C -1.564 -5.434 0.365  -0.277
C -2.320 -6.354 -0.566  -0.091
H 1.009 -2.773 2.294  0.045
H 1.312 -4.374 1.767  0.069
H -0.152 -4.235 2.652  0.073
H -1.259 -2.990 1.034  0.112
H 0.092 -2.581 0.041  0.074
H 1.261 -5.311 -0.189  0.108
H 0.119 -6.037 -1.337  0.100
H 0.192 -4.045 -2.783  0.064
H 1.262 -3.254 -1.616  0.041
H 1.843 -4.684 -2.526  0.069
H -2.274 -4.926 1.031  0.116
H -1.061 -6.095 1.113  0.117
H -3.063 -5.830 -1.183  0.063
H -2.789 -7.173 -0.028  0.074
H -1.756 -6.778 -1.409  0.064
C -6.525 -3.515 -3.993  -0.088
C -5.167 -3.668 -3.307  -0.280
N -4.237 -2.609 -3.702  -0.178
C -4.426 -1.473 -2.798  -0.253
C -3.632 -1.494 -1.504  -0.079
C -2.862 -3.084 -3.778  -0.269
C -1.995 -2.039 -4.486  -0.090
H -7.192 -4.283 -3.611  0.070
H -6.372 -3.587 -5.071  0.071
H -6.906 -2.503 -3.850  0.062
H -5.353 -3.716 -2.221  0.113
H -4.753 -4.643 -3.568  0.105
H -4.163 -0.601 -3.415  0.104
H -5.483 -1.293 -2.602  0.107
H -4.161 -0.899 -0.760  0.070
H -3.546 -2.498 -1.072  0.070
H -2.607 -1.153 -1.609  0.058
H -2.852 -4.008 -4.358  0.114
H -2.394 -3.348 -2.812  0.095
H -0.933 -2.300 -4.458  0.066
H -2.012 -1.020 -4.090  0.037
H -2.412 -1.982 -5.493  0.064
C 5.150 5.915 1.849  -0.087
C 3.909 5.231 1.287  -0.254
N 3.505 4.116 2.165  -0.184
C 2.853 4.618 3.353  -0.276
C 2.507 3.534 4.395  -0.085
C 2.549 3.286 1.443  -0.272
C 3.277 2.187 0.684  -0.088
H 5.611 6.583 1.117  0.069
H 5.916 5.198 2.133  0.076
H 4.851 6.502 2.716  0.059
H 3.070 5.929 1.148  0.117
H 4.142 4.783 0.320  0.104
H 1.924 5.175 3.099  0.118
H 3.375 5.405 3.902  0.102
H 3.097 2.638 4.192  0.070
H 1.450 3.384 4.589  0.065
H 2.927 3.844 5.360  0.068
H 1.816 2.783 2.085  0.100
H 1.891 3.885 0.795  0.121
H 4.056 1.738 1.307  0.064
H 2.652 1.352 0.376  0.048
H 3.850 2.677 -0.108  0.065
C 1.713 -2.813 6.698  -0.085
C 1.571 -2.285 5.292  -0.264
N 1.463 -0.827 5.233  -0.185
C 0.236 -0.298 5.766  -0.249
C -1.034 -0.589 4.966  -0.082
C 1.736 -0.307 3.909  -0.270
C 3.143 -0.520 3.355  -0.070
H 0.809 -2.701 7.298  0.064
H 2.505 -2.281 7.226  0.079
H 1.927 -3.884 6.687  0.073
H 2.348 -2.621 4.605  0.102
H 0.688 -2.751 4.797  0.101
H 0.053 -0.684 6.766  0.105
H 0.353 0.787 5.800  0.110
H -1.062 -0.243 3.930  0.052
H -1.267 -1.660 4.934  0.067
H -1.910 -0.149 5.453  0.073
H 1.530 0.764 3.953  0.100
H 1.102 -0.831 3.171  0.077
H 3.405 0.149 2.540  0.041
H 3.249 -1.566 3.054  0.057
H 3.946 -0.383 4.091  0.084
C -3.802 5.957 2.117  -0.098
C -3.986 6.189 0.628  -0.276
N -4.731 5.116 -0.015  -0.198
C -5.282 5.539 -1.300  -0.241
C -4.269 5.830 -2.427  -0.083
C -3.944 3.877 -0.055  -0.259
C -4.802 2.660 -0.337  -0.069
H -3.740 6.899 2.657  0.068
H -2.932 5.354 2.398  0.063
H -4.621 5.350 2.516  0.080
H -4.614 7.076 0.511  0.113
H -3.021 6.412 0.151  0.112
H -5.920 4.740 -1.682  0.098
H -5.903 6.416 -1.117  0.109
H -4.787 6.511 -3.109  0.071
H -3.414 6.419 -2.081  0.063
H -3.872 4.962 -2.948  0.052
H -3.449 3.800 0.913  0.095
H -3.120 3.985 -0.786  0.096
H -4.159 1.794 -0.511  0.050
H -5.462 2.737 -1.202  0.065
H -5.488 2.502 0.497  0.082
C -1.974 2.417 -6.023  -2.050
Cl -0.488 2.551 -6.975  0.526
Cl -2.941 3.858 -6.251  0.540
Cl -2.925 1.015 -6.534  0.544
Cl -1.503 2.276 -4.316  0.531
N -0.363 1.000 -1.320  0.020
C 0.136 0.117 -0.420  -0.154
C -0.356 0.458 0.825  -0.086
C -1.348 1.437 0.587  -0.107
C -1.300 1.832 -0.721  -0.130
H -0.268 0.882 -2.313  0.088
H 0.809 -0.686 -0.667  0.090
H -0.076 0.132 1.810  0.061
H -1.947 1.914 1.356  0.095
H -1.914 2.487 -1.308  0.066

Cartesian forces (eV/Å) of the 3 atoms listed first:
C 0.5 1.2 -0.2
C 0.1 -0.3 1.0
N 0.9 0.3 -0.4